# C34H29BFNO23PS2

A 6-piece molecular cluster, C34H29BFNO23PS2 overall at a distorted geometry (wB97M-V/def2-TZVPD, OMol25).

Last column: Mulliken charge in e.
CARTESIAN COORDINATES (ANGSTROEM)
C: 4.814 -0.530 6.004  0.322
C: 4.805 0.508 5.414  -0.923
C: 4.376 1.763 4.820  -0.118
N: 3.103 1.556 3.995  -0.092
P: 3.045 2.948 2.771  0.288
S: 1.321 3.172 1.989  -0.220
B: 3.323 0.230 3.139  0.440
C: 2.401 -1.016 3.166  -0.892
O: 4.419 0.251 2.355  -0.620
S: 1.692 1.566 5.038  1.181
O: 1.930 0.722 6.133  -0.539
O: 1.484 2.934 5.313  -0.504
F: 0.562 1.033 4.183  -0.095
H: 4.792 -1.451 6.532  0.407
H: 5.185 2.101 4.171  0.545
H: 4.261 2.533 5.591  0.089
H: 3.963 2.643 1.760  0.163
H: 3.458 4.116 3.434  0.133
H: 1.699 -1.089 3.988  0.458
H: 1.916 -1.094 2.192  0.313
H: 3.069 -1.871 3.255  0.303
H: 4.188 0.330 1.404  0.548
C: 3.326 5.255 6.939  -0.868
C: 4.489 4.778 7.383  0.124
C: 5.461 5.630 8.146  1.008
O: 6.490 5.105 8.527  -0.634
C: 5.123 7.021 8.378  -1.007
C: 3.957 7.512 7.932  0.294
C: 2.972 6.652 7.191  0.887
O: 1.927 7.144 6.827  -0.600
O: 3.598 8.772 8.114  -0.539
O: 4.894 3.511 7.194  -0.525
H: 2.615 4.652 6.393  0.663
H: 5.839 7.627 8.914  0.438
H: 2.718 8.871 7.703  0.364
H: 5.771 3.464 7.631  0.329
C: 2.019 -1.028 -2.913  -1.065
C: 2.824 -0.978 -1.844  0.323
C: 2.965 0.272 -1.023  1.013
O: 3.706 0.242 -0.036  -0.710
C: 2.232 1.445 -1.422  -0.781
C: 1.419 1.411 -2.493  0.251
C: 1.258 0.151 -3.303  0.800
O: 0.498 0.192 -4.242  -0.490
O: 0.723 2.451 -2.893  -0.554
O: 3.542 -2.023 -1.443  -0.591
H: 1.905 -1.920 -3.512  0.517
H: 2.368 2.332 -0.820  0.502
H: 0.204 2.176 -3.684  0.332
H: 4.036 -1.732 -0.657  0.318
C: -3.080 0.977 -7.867  -0.687
C: -2.262 1.032 -6.814  0.339
C: -2.097 2.281 -6.006  1.032
O: -1.344 2.227 -5.047  -0.618
C: -2.826 3.468 -6.401  -1.257
C: -3.646 3.421 -7.461  0.380
C: -3.835 2.159 -8.259  0.984
O: -4.607 2.183 -9.195  -0.607
O: -4.339 4.468 -7.875  -0.562
O: -1.539 -0.018 -6.411  -0.696
H: -3.211 0.080 -8.454  0.472
H: -2.683 4.366 -5.817  0.448
H: -4.849 4.166 -8.652  0.358
H: -1.025 0.287 -5.633  0.315
C: -3.340 -2.694 -2.719  -0.938
C: -3.187 -2.055 -3.889  0.500
C: -4.331 -1.309 -4.534  0.833
O: -4.131 -0.731 -5.585  -0.465
C: -5.621 -1.320 -3.864  -1.113
C: -5.768 -1.964 -2.699  0.374
C: -4.623 -2.682 -2.046  1.090
O: -4.822 -3.229 -0.976  -0.739
O: -6.921 -2.009 -2.047  -0.579
O: -2.027 -2.043 -4.531  -0.571
H: -2.531 -3.230 -2.243  0.512
H: -6.437 -0.798 -4.343  0.468
H: -6.757 -2.533 -1.240  0.350
H: -2.135 -1.513 -5.351  0.394
C: -2.675 -8.286 -0.521  -1.086
C: -3.144 -9.292 -1.272  0.371
C: -4.409 -9.158 -2.075  0.984
O: -4.762 -10.107 -2.748  -0.611
C: -5.140 -7.906 -2.001  -0.875
C: -4.674 -6.900 -1.247  0.309
C: -3.395 -7.026 -0.465  1.056
O: -3.018 -6.067 0.183  -0.626
O: -5.301 -5.736 -1.142  -0.535
O: -2.533 -10.465 -1.362  -0.564
H: -1.766 -8.372 0.057  0.418
H: -6.057 -7.827 -2.569  0.441
H: -4.761 -5.181 -0.544  0.354
H: -3.077 -11.005 -1.967  0.364

As for the HOMO energy: -10.74 eV. The calculation puts the max |F| at 3.12 eV/Å. The spin multiplicity is 1. The frontier orbital gap is 6.3918 eV. The value obtained for the total energy is -4360.43630 Eh. Its total charge is +1.

# C34H29BaBrN5OP

C34H29BaBrN5OP as an isolated structure (wB97M-V/def2-TZVPD, OMol25).

Last column: Mulliken charge in e.
CARTESIAN COORDINATES (ANGSTROEM)
Ba: -0.997 0.274 -0.137  1.110
C: 2.292 1.427 1.076  -1.006
N: 1.923 0.008 1.020  0.032
C: 2.010 -0.664 2.314  -0.779
C: 0.702 -1.056 2.922  0.466
N: -0.408 -0.411 2.792  -0.510
C: -1.388 -1.252 3.327  0.720
C: -2.777 -1.138 3.279  -0.689
C: -3.504 -2.164 3.863  -0.643
C: -2.887 -3.293 4.421  -0.336
C: -1.511 -3.444 4.421  -0.888
C: -0.790 -2.397 3.851  0.294
N: 0.570 -2.247 3.599  -0.116
C: 1.397 2.642 0.979  0.476
N: 0.129 2.857 1.142  -0.400
C: -0.062 4.210 0.866  0.291
C: -1.241 4.945 0.828  -0.699
C: -1.139 6.291 0.519  -0.668
C: 0.095 6.892 0.246  -0.277
C: 1.275 6.167 0.260  -1.066
C: 1.162 4.817 0.570  0.732
N: 2.087 3.796 0.650  -0.047
H: 2.957 1.582 0.218  0.343
H: 2.914 1.617 1.966  0.260
H: 2.635 -0.374 0.409  0.170
H: 2.617 -0.086 3.027  0.299
H: 2.549 -1.605 2.157  0.341
H: -3.229 -0.317 2.744  0.398
H: -4.586 -2.121 3.832  0.341
H: -3.504 -4.082 4.839  0.349
H: -1.030 -4.332 4.815  0.368
H: 1.234 -3.000 3.566  0.316
H: -2.199 4.462 0.958  0.559
H: -2.045 6.878 0.441  0.367
H: 0.124 7.945 -0.008  0.350
H: 2.229 6.621 0.024  0.342
H: 3.056 3.845 0.395  0.225
C: -1.975 -4.140 0.719  -0.443
C: -0.619 -4.362 0.918  -0.413
C: 0.297 -3.927 -0.027  -0.559
C: -0.130 -3.322 -1.214  0.252
C: -1.492 -3.147 -1.422  -0.109
C: -2.404 -3.511 -0.438  -0.251
P: 1.195 -2.698 -2.322  -0.107
C: 1.697 -4.275 -3.149  -0.214
C: 0.869 -5.392 -3.260  0.077
C: 1.298 -6.536 -3.918  -0.662
C: 2.565 -6.586 -4.486  -0.382
C: 3.401 -5.483 -4.386  -0.492
C: 2.968 -4.345 -3.717  -0.264
C: 0.304 -1.787 -3.639  -0.204
C: 0.383 -2.185 -4.976  -0.550
C: -0.255 -1.424 -5.948  -0.525
C: -0.967 -0.297 -5.550  -0.581
C: -1.033 0.057 -4.205  -0.604
C: -0.398 -0.654 -3.166  0.288
H: -2.683 -4.378 1.502  0.282
H: -0.274 -4.824 1.838  0.387
H: 1.363 -4.047 0.155  0.295
H: -1.828 -2.623 -2.306  0.356
H: -3.443 -3.243 -0.554  0.320
H: -0.122 -5.358 -2.822  0.381
H: 0.637 -7.392 -3.992  0.371
H: 2.898 -7.479 -5.003  0.347
H: 4.391 -5.508 -4.825  0.366
H: 3.626 -3.486 -3.633  0.316
H: 0.929 -3.075 -5.272  0.224
H: -0.203 -1.712 -6.993  0.343
H: -1.477 0.308 -6.296  0.318
H: -1.616 0.942 -3.954  0.437
Br: -3.244 3.529 -1.573  -0.908
O: -2.538 -0.870 0.655  -1.115

As for the HOMO energy: -0.20 eV. The calculation puts the max |F| at 0.98 eV/Å. The spin multiplicity is 1. The frontier orbital gap is 3.9179 eV. The value obtained for the total energy is -4602.91752 Eh. Its total charge is -2.